Computed, not measured: a structure of composition C33H35N2O2Sb2SeTi, with wB97M-V/def2-TZVPD.

The geometry in XYZ format:
```
76
Properties=species:S:1:pos:R:3
C -0.914 1.395 -5.150
H -0.231 5.332 1.522
C 2.526 1.885 5.538
C 0.994 3.631 1.041
C -0.826 2.599 -5.837
C -1.101 2.109 2.056
H -0.043 -3.555 -3.594
Sb -0.690 -0.599 -2.930
H -2.091 3.974 2.428
C 1.995 -1.127 0.853
C -3.931 -2.762 3.772
Se -3.736 3.248 -2.731
C 0.834 -3.016 -3.935
C 1.877 -3.712 -4.531
C -3.419 -2.554 1.393
C -0.444 1.298 -3.841
C 0.193 3.616 -3.913
C -2.601 -3.701 2.028
H 3.949 -1.117 -5.216
H 0.743 0.630 -0.339
H -1.343 0.536 -5.655
C 3.081 -1.646 -4.848
H 4.584 2.048 6.113
C 1.303 -1.439 -0.481
H 0.638 4.480 -3.435
H 5.378 0.441 4.413
H 0.491 2.366 -2.204
H -2.818 -4.606 4.011
H 2.500 -2.023 1.222
C 0.923 -1.633 -3.799
C -3.418 -4.095 3.262
H 1.462 0.300 -1.770
H -2.464 -4.516 1.323
H -4.033 -2.909 0.564
H 2.179 2.581 6.290
H -4.789 -2.806 4.437
C -2.555 -1.431 0.880
H -1.183 2.665 -6.856
H 2.768 -0.365 0.732
C -1.208 3.493 2.029
H 2.004 1.799 0.686
C 2.996 -3.028 -4.982
C -0.274 3.710 -5.215
H -5.303 -2.270 2.268
H -4.259 -1.032 2.573
Ti -1.183 0.395 -0.066
H -1.903 1.545 2.512
O -2.639 -0.258 1.350
C 1.085 2.256 1.039
H 2.025 -1.865 -1.180
N -2.177 1.576 -0.949
C 0.715 -0.164 -1.119
N -4.330 -2.051 2.489
Sb 0.665 -0.556 2.460
H 0.560 1.514 4.781
C 1.616 1.283 4.683
C 0.111 2.415 -3.219
C -2.855 2.282 -1.696
C -0.163 4.251 1.526
H -4.246 -4.753 2.994
O -1.714 -1.629 -0.035
H 1.809 -4.785 -4.651
H 0.538 -2.206 -0.343
H -1.615 -3.337 2.324
C 3.424 0.083 3.613
C 4.326 0.683 4.483
H -3.141 -2.170 4.231
C 2.070 0.390 3.715
C 2.043 -0.940 -4.259
C 0.034 1.437 1.535
H 3.805 -3.571 -5.453
H 1.822 4.229 0.686
C 3.878 1.583 5.438
H 3.793 -0.620 2.877
H -0.198 4.646 -5.753
H 2.099 0.141 -4.188
```

Values from the calculation:
Energy, a.u.: -5268.9147
Frontier orbital gap, hartree: 0.2129
Net charge: +3
Relative energy (zero: lowest compared OMol25 entry of this formula, charge and spin), kJ/mol: 26.4
LUMO energy, eV: -10.16


Computed, not measured: a structure of composition C33H35N6P2Pd, with wB97M-V/def2-TZVPD.

The geometry in XYZ format:
```
77
Properties=species:S:1:pos:R:3
H -2.343 -2.626 5.223
H -2.772 3.579 -4.427
C -2.788 -0.021 -1.288
C -0.446 -2.582 -3.661
C 2.572 1.195 -2.527
H 1.134 -1.136 -3.517
C -0.976 2.139 1.852
C -0.312 0.271 2.775
H 2.013 -4.048 3.658
C 0.910 3.752 -0.481
C -1.783 -2.021 2.494
C -3.531 -2.242 1.225
C 4.562 0.985 -1.152
H 1.813 0.342 0.700
H 3.290 -3.795 0.538
N 0.586 -1.940 0.495
P -0.165 -1.512 3.174
C -2.057 3.592 -3.617
H 0.706 2.115 5.375
P 0.027 0.851 -1.465
C -1.586 4.800 -3.110
C 2.418 -3.183 0.688
C 0.417 1.128 5.027
H -4.610 -3.542 2.676
Pd -1.153 -0.419 0.043
C -1.587 2.408 -3.090
H -1.927 1.480 -3.528
H -0.466 3.371 3.634
C 2.422 0.578 -0.168
H -2.727 1.052 -1.402
H 3.596 -3.671 2.954
H -3.754 -0.385 -0.960
H -2.103 -3.957 -3.563
C 1.542 -2.616 -0.197
N -0.838 0.795 1.662
H 2.234 2.515 -4.178
H -0.280 5.758 -1.722
N 1.989 -2.840 1.935
H 1.878 3.968 -0.939
H 0.677 4.576 0.193
H 2.474 0.841 -4.634
N -0.109 1.263 3.665
C -1.945 -0.936 -1.993
H -3.395 -3.956 4.715
C -0.518 2.437 3.102
H -1.938 5.735 -3.524
H 2.727 -2.425 3.858
H 1.291 0.482 5.022
C -3.763 -2.956 2.365
C 2.613 -3.272 3.187
H -1.647 -4.092 4.475
C -1.711 -3.010 -3.220
C 0.125 -1.397 -3.225
H -1.415 2.787 1.113
H -4.185 -2.116 0.382
C 1.810 0.847 -1.399
H 1.559 -2.673 -1.271
C -2.490 -3.405 4.479
H -3.424 -2.520 -2.040
C -0.650 4.810 -2.093
C -0.156 3.632 -1.534
C -2.438 -2.220 -2.372
C 2.007 1.487 -3.889
N -2.295 -1.669 1.315
H 4.264 0.455 0.911
H 5.638 1.045 -1.067
C 3.956 1.250 -2.367
C 3.792 0.647 -0.042
N -2.660 -2.808 3.151
H 0.928 1.362 -3.967
C 0.880 -2.080 1.789
H 4.568 1.509 -3.223
C -0.654 2.414 -2.037
H 0.102 -3.210 -4.353
H -0.349 0.721 5.684
H 1.037 2.855 0.123
C -0.613 -0.545 -2.418
```

Values from the calculation:
Energy, a.u.: -2416.7559
Frontier orbital gap, hartree: 0.2363
Net charge: +3
LUMO energy, eV: -10.40


Computed, not measured: a structure of composition C33H35N7OTi in a non-equilibrium geometry, with wB97M-V/def2-TZVPD.

The geometry in XYZ format:
```
77
Properties=species:S:1:pos:R:3
C -1.847 -2.247 1.336
N 0.959 -0.378 3.725
C -2.506 -1.875 -1.914
H 2.648 -2.547 -4.081
N 4.238 1.703 0.143
C 0.048 0.112 -4.984
H -5.774 -1.202 -2.632
H -1.537 3.076 -4.625
C -1.766 1.938 3.140
H 2.054 -1.266 2.169
Ti 0.322 0.671 -0.601
C -0.410 1.736 5.120
H -5.324 0.677 -1.332
N -0.988 -0.751 -0.305
H 3.289 4.338 0.527
H -0.470 -0.797 5.133
C -1.722 -3.388 2.132
C 2.187 -0.812 3.143
H -1.323 2.449 -2.250
H 2.566 -1.647 3.750
O 0.297 0.606 1.774
H -2.599 1.808 3.815
C 0.517 -3.715 1.362
C -4.772 -1.097 -2.259
C -0.758 1.167 -5.287
C 1.355 -1.075 -3.334
C -0.016 0.811 -2.544
H 1.458 -4.251 1.477
H -2.582 -3.800 2.646
C -0.788 -1.877 0.499
H -1.237 1.277 -6.264
H 1.661 -2.685 -6.361
H -1.606 2.982 2.946
C -3.328 0.078 -0.699
C 0.478 -0.842 -5.984
C 0.443 -1.245 4.714
C -0.526 -4.042 2.228
C -2.242 -0.802 -1.006
H 1.690 -1.175 -2.266
H 5.668 0.113 0.386
C -3.786 -2.061 -2.491
H 1.139 5.738 1.139
C -0.862 1.854 -2.987
N 2.493 0.508 -0.673
H 3.601 -1.324 -0.839
H 2.898 0.012 2.956
C 0.411 -2.664 0.472
C 0.418 -0.043 -3.616
N -0.652 1.285 3.780
H 0.270 2.588 5.060
C 0.126 3.916 0.387
H 1.127 -1.326 5.528
H -3.916 -2.977 -3.062
H 0.325 -2.296 4.350
C 2.945 1.725 -0.280
C 1.842 -1.883 -4.313
C 1.390 -1.865 -5.683
H -3.149 0.978 -0.088
H -1.710 -2.614 -2.101
C 4.688 0.401 0.002
H -0.982 4.074 0.242
C 0.208 0.510 3.042
C 3.647 -0.281 -0.502
H 1.119 -2.525 -0.344
H -1.407 2.104 5.601
H 4.726 2.555 0.295
C -1.100 2.109 -4.345
N 2.334 3.981 0.597
C -4.526 -0.050 -1.427
C 1.123 4.724 0.819
H -2.765 -1.568 1.305
N 0.649 2.736 -0.189
H -2.003 1.395 2.175
H 0.011 -0.707 -7.046
H 0.034 0.937 5.727
C 1.977 2.807 0.061
H -0.398 -4.780 3.010
```

Values from the calculation:
Energy, a.u.: -2585.9772
Frontier orbital gap (spin up / spin down), hartree: 0.2288 / 0.2288
Net charge: +2
LUMO energy (spin up / spin down), eV: -6.71 / -6.71